DFT (ωB97M-V with the def2-TZVPD basis set) results for a structure of composition C14H19FeN2O4PS4.

The geometry in XYZ format:
```
45
Properties=species:S:1:pos:R:3:forces:R:3:mulliken_charge:R:1
Fe -0.5760 0.0438 -0.0572 0.4276 0.4385 0.3383 0.334
C -2.9526 -3.0020 -4.4116 0.0512 0.0438 0.2395 -0.906
C -3.4966 -2.1883 -3.2522 -0.0296 -0.0184 -0.1888 -0.406
O -2.8496 -2.4987 -1.9986 0.2526 0.0740 -0.0316 -0.415
P -1.3460 -2.0691 -1.6702 -0.2291 -0.4640 -0.2924 1.253
S -1.1893 -2.2666 0.3241 0.1444 0.4865 -0.3031 -0.461
S -0.8920 -0.2781 -2.4498 -0.0062 -0.1026 0.5926 -0.476
O -0.4076 -3.1089 -2.4380 -0.0666 0.1753 0.1538 -0.356
C -0.2778 -4.4756 -1.9872 0.0885 -0.1244 0.0780 -0.401
C 1.0978 -4.6892 -1.3897 -0.1272 0.1484 -0.0753 -1.025
H -3.5504 -2.8124 -5.3031 -0.0087 -0.0015 0.0032 0.394
H -2.9916 -4.0667 -4.1786 -0.0152 -0.0079 -0.0493 0.248
H -1.9192 -2.7261 -4.6187 0.0061 -0.0328 -0.0638 0.248
H -4.5470 -2.4072 -3.0726 0.0056 0.0043 0.0144 0.317
H -3.3901 -1.1197 -3.4486 -0.0091 -0.0033 0.0764 0.360
H -0.4263 -5.0976 -2.8693 -0.0491 0.0213 -0.0086 0.318
H -1.0602 -4.7064 -1.2613 -0.0182 0.0030 -0.0365 0.445
H 1.8634 -4.3988 -2.1092 0.0195 -0.0444 0.0052 0.281
H 1.2316 -5.7397 -1.1295 0.0065 0.0027 0.0041 0.399
H 1.2123 -4.0808 -0.4933 0.0294 -0.0176 0.0218 0.212
O -3.0117 3.0801 2.1648 -0.1081 0.0655 0.0249 -0.685
C -1.9918 3.7855 2.6856 0.2091 0.0161 -0.0036 0.282
C -2.3113 4.8820 3.4881 -0.0952 -0.0054 -0.0082 -0.693
C -1.3154 5.6536 4.0472 -0.0291 -0.0619 -0.0456 -0.322
C 0.0249 5.3479 3.8200 0.1035 0.0928 0.0621 -0.761
C 0.3526 4.2647 3.0337 -0.0972 -0.0222 0.0121 -0.284
C -0.6401 3.4660 2.4576 -0.2690 0.0343 0.0198 0.120
C -0.2701 2.3066 1.6269 0.4880 -0.3384 -0.2317 1.335
O -1.2115 1.6158 1.0471 -0.2098 -0.2481 -0.2104 -1.261
N 0.9997 2.0214 1.5089 0.0464 0.4732 0.3158 -0.280
N 1.2326 0.9200 0.7183 -0.5602 -0.5489 -0.4380 -0.184
C 2.4699 0.6235 0.5785 -0.0848 0.1369 0.1516 0.328
S 3.7278 1.5381 1.3831 0.0662 -0.1702 -0.1049 -0.023
C 5.0823 0.6290 0.5647 -0.1595 0.1745 0.0876 -0.560
C 4.6327 -0.7964 0.3311 -0.2580 -0.0394 -0.0354 -0.636
S 2.9694 -0.7212 -0.4138 0.2184 -0.0583 -0.0487 -0.097
H -2.6190 2.3764 1.6067 0.0348 -0.0359 0.0158 0.349
H -3.3591 5.1012 3.6485 0.0193 0.0120 0.0063 0.425
H -1.5821 6.5028 4.6635 0.0057 0.0005 0.0049 0.368
H 0.8014 5.9603 4.2592 0.0113 -0.0262 -0.0165 0.390
H 1.3838 4.0026 2.8442 0.0106 0.0175 0.0047 0.464
H 5.9470 0.6771 1.2250 0.0356 -0.0138 -0.0334 0.373
H 5.3083 1.1278 -0.3766 0.0798 -0.0311 -0.0060 0.307
H 4.5623 -1.3524 1.2648 0.0745 0.0009 0.0119 0.305
H 5.2845 -1.3245 -0.3626 -0.0047 -0.0053 -0.0131 0.377
```
Positions in Å, forces in eV/Å.

HOMO level (alpha / beta)   -7.76 / -7.77 eV
E_LUMO (alpha / beta)   0.3 / 0.0 eV
Expectation value of S²   6.013
Relative energy (zero: lowest compared OMol25 entry of this formula, charge and spin)   6.23 kJ/mol
Total charge   0
Multiplicity   5